[1]
ORCA calculation (ωB97M-V/def2-TZVPD) on 2 unconnected molecules or ions with the total composition C2H7OS.

net charge = -1
lowest unoccupied orbital energy = 0.145 hartree
Kohn-Sham gap = 6.394 eV
E_HOMO = -2.45 eV

CARTESIAN COORDINATES (ANGSTROEM)
O (3.01, -0.13, -0.78)
H (3.17, 0.05, -1.72)
C (0.63, -0.24, 0.38)
S (-0.57, 0.38, -0.68)
C (-2.19, 0.24, 0.21)
H (0.86, 0.41, 1.23)
H (0.69, -1.31, 0.57)
H (1.95, -0.10, -0.38)
H (-2.59, -0.77, 0.16)
H (-2.93, 0.93, -0.23)
H (-2.04, 0.55, 1.24)

---

[2]
ORCA calculation (ωB97M-V/def2-TZVPD) on 3 unconnected molecules or ions with the total composition C2H7OS2 in a non-equilibrium geometry.

net charge = -1
lowest unoccupied orbital energy = 0.124 hartree
Kohn-Sham gap = 5.650 eV
E_HOMO = -2.28 eV

CARTESIAN COORDINATES (ANGSTROEM)
C (-2.43, -0.26, 2.36)
O (-3.56, 0.11, 2.57)
H (-1.65, -0.12, 3.11)
H (2.48, 0.90, -7.02)
H (-2.23, -0.71, 1.38)
C (0.79, -0.56, 1.10)
S (1.86, -0.08, -0.32)
S (0.42, 0.34, -1.83)
H (-0.16, -0.04, 1.11)
H (0.56, -1.62, 0.96)
H (1.33, -0.43, 2.05)
H (1.98, 1.34, -7.30)

---

[3]
ORCA calculation (ωB97M-V/def2-TZVPD) on 3 unconnected molecules or ions with the total composition C2H7OS2 in a non-equilibrium geometry.

net charge = -1
lowest unoccupied orbital energy = 0.134 hartree
Kohn-Sham gap = 6.197 eV
E_HOMO = -2.55 eV

CARTESIAN COORDINATES (ANGSTROEM)
C (0.34, 1.61, 1.89)
O (0.78, 1.89, 3.02)
H (-0.18, 2.48, 1.45)
H (-3.04, -1.78, 2.39)
H (0.55, 0.63, 1.40)
C (0.75, -0.10, -2.65)
S (-0.35, -1.17, -1.54)
S (1.00, -1.74, 0.00)
H (-0.02, 0.52, -3.18)
H (1.27, 0.70, -1.96)
H (1.58, -0.62, -3.34)
H (-2.68, -2.41, 2.52)

---

[4]
ORCA calculation (ωB97M-V/def2-TZVPD) on 2 unconnected molecules or ions with the total composition C2H7PS in a non-equilibrium geometry.

lowest unoccupied orbital energy = 0.000 hartree
Kohn-Sham gap = 9.015 eV
E_HOMO = -9.02 eV
structure (SMILES) = C=PS.C

CARTESIAN COORDINATES (ANGSTROEM)
C (-0.97, -0.02, -2.12)
P (-1.91, 0.26, -0.77)
S (-1.57, 2.29, -0.50)
H (-0.82, -1.07, -2.29)
H (-0.34, 0.75, -2.67)
H (-0.39, 2.29, -1.09)
C (0.79, -0.49, 1.79)
H (0.52, -0.24, 0.74)
H (0.35, 0.45, 2.36)
H (1.77, -0.55, 2.15)
H (0.33, -1.47, 1.93)

---

[5]
ORCA calculation (ωB97M-V/def2-TZVPD) on a molecular structure, C2H7PS in a non-equilibrium geometry.

lowest unoccupied orbital energy = -0.015 hartree
Kohn-Sham gap = 8.575 eV
E_HOMO = -8.99 eV

CARTESIAN COORDINATES (ANGSTROEM)
C (0.59, 0.67, 1.66)
C (-0.23, 0.42, -1.94)
P (-1.03, -1.05, -2.21)
S (1.48, 0.17, -1.76)
H (0.00, -0.05, 0.95)
H (-0.07, 1.40, 2.19)
H (1.19, 1.33, 0.94)
H (1.34, 0.17, 2.36)
H (-0.59, -2.19, -1.45)
H (-2.23, -0.57, -1.76)
H (1.79, 1.50, -1.79)

---

[6]
ORCA calculation (ωB97M-V/def2-TZVPD) on 2 unconnected molecules or ions with the total composition C2H7PS2 in a non-equilibrium geometry.

lowest unoccupied orbital energy = 0.017 hartree
Kohn-Sham gap = 9.513 eV
E_HOMO = -9.06 eV

CARTESIAN COORDINATES (ANGSTROEM)
C (-0.45, 0.60, -0.57)
C (0.67, -0.04, 0.17)
P (-2.25, 0.19, -0.11)
S (0.73, -1.87, -0.13)
S (2.17, 0.94, -0.08)
H (-0.58, 1.95, 0.03)
H (-0.43, 0.97, -1.65)
H (0.53, 0.01, 1.22)
H (-2.03, 0.13, 1.40)
H (-2.57, -1.26, 0.04)
H (1.71, -1.86, 0.79)
H (2.49, 0.24, -1.12)

---

Please write out number 2 again, unchanged.
ORCA calculation (ωB97M-V/def2-TZVPD) on 3 unconnected molecules or ions with the total composition C2H7OS2 in a non-equilibrium geometry.

net charge = -1
lowest unoccupied orbital energy = 0.124 hartree
Kohn-Sham gap = 5.650 eV
E_HOMO = -2.28 eV

CARTESIAN COORDINATES (ANGSTROEM)
C (-2.43, -0.26, 2.36)
O (-3.56, 0.11, 2.57)
H (-1.65, -0.12, 3.11)
H (2.48, 0.90, -7.02)
H (-2.23, -0.71, 1.38)
C (0.79, -0.56, 1.10)
S (1.86, -0.08, -0.32)
S (0.42, 0.34, -1.83)
H (-0.16, -0.04, 1.11)
H (0.56, -1.62, 0.96)
H (1.33, -0.43, 2.05)
H (1.98, 1.34, -7.30)

---

- What is the Kohn-Sham gap in the third record?
  6.197 eV